DFT (ωB97M-V/def2-TZVPD) results for C22H43N4O7PdSSi4Te as an isolated structure.

XYZ file:
```
83
Properties=species:S:1:pos:R:3:lowdin_charge:R:1
Pd -0.53973 -0.55365 0.48790 0.68
C -1.49013 -0.28541 3.51317 -0.17
C -2.14545 -1.56507 3.00665 -0.17
N -1.41827 -2.17638 1.88305 -0.14
C -0.31917 -3.08578 2.25220 -0.25
C 0.88714 -2.38368 2.86425 -0.41
S 1.48322 -1.00494 1.83210 0.99
C 1.40589 0.42710 2.95863 -0.39
C 0.19655 1.34143 2.75748 -0.24
N -1.02370 0.58287 2.42108 -0.13
H -0.63418 -0.51974 4.13985 0.10
H -2.19674 0.24480 4.15708 0.14
H -3.14860 -1.34041 2.65683 0.08
H -2.24821 -2.26955 3.83972 0.13
H -2.07219 -2.69953 1.31214 0.09
H -0.00963 -3.59432 1.33813 0.12
H -0.67134 -3.85162 2.95300 0.13
H 1.70013 -3.10482 2.94163 0.09
H 0.68768 -2.02775 3.87252 0.07
H 2.30868 1.00023 2.75860 0.09
H 1.48162 0.03532 3.97285 0.08
H 0.40177 2.01235 1.92683 0.10
H 0.05676 1.93526 3.66769 0.13
H -1.75075 1.23455 2.14569 0.13
O 1.63976 1.64148 0.12154 0.03
C 1.03525 1.13873 -0.82252 -0.66
O 1.02641 -0.11372 -1.13159 -0.28
C 0.17396 2.00316 -1.71293 -0.06
C 0.79620 2.98703 -2.45752 0.08
C 0.04050 3.72765 -3.34353 -0.12
C -1.31506 3.55825 -3.46754 0.07
C -1.95128 2.60223 -2.67443 -0.12
C -1.21568 1.76928 -1.79559 -0.28
O -1.79467 0.77551 -1.10174 -0.41
N -3.34960 2.57781 -2.82315 -0.27
O -4.16159 1.83234 -1.99322 -0.22
O -3.96587 3.39510 -3.54729 -0.03
N 0.70044 4.74844 -4.17749 -0.35
O 0.00495 5.37678 -4.94816 0.09
O 1.89516 4.89566 -4.03263 0.09
H 1.85888 3.16012 -2.36907 0.14
H -1.88477 4.17494 -4.14274 0.13
C -2.36447 0.97518 -5.18310 -0.17
Si -3.67634 -0.16236 -4.52329 0.38
C -3.50891 -1.89416 -5.21704 -0.21
C -5.40443 0.47514 -4.78568 -0.18
Si -3.32927 -0.65393 -2.23239 0.43
Te -1.09417 -1.57331 -1.95817 1.00
Si -5.61428 2.82547 -1.72199 0.49
C -5.01760 4.41254 -0.96366 -0.13
C -6.85151 3.05446 -3.08109 -0.16
C -6.39201 1.74306 -0.43410 -0.15
Si -4.88678 -1.86533 -0.87427 0.39
C -4.12749 -3.58573 -0.88699 -0.23
C -6.52416 -1.92985 -1.76636 -0.20
C -5.05779 -1.26243 0.88505 -0.20
H -2.31937 0.85624 -6.26916 0.06
H -1.37259 0.74953 -4.78656 0.05
H -2.59666 2.01902 -4.97176 0.02
H -3.59992 -1.83759 -6.30537 0.05
H -4.30082 -2.55617 -4.85821 0.03
H -2.54604 -2.35258 -4.98774 0.02
H -5.64629 0.39732 -5.84926 0.05
H -5.49402 1.52365 -4.50193 0.00
H -6.14945 -0.10178 -4.23524 0.03
H -4.05056 4.71526 -1.36673 0.04
H -4.92444 4.31284 0.11923 0.04
H -5.71896 5.22301 -1.16878 0.05
H -6.48817 3.70293 -3.87412 0.04
H -7.73225 3.51820 -2.62491 0.05
H -7.18639 2.11423 -3.52138 0.03
H -5.69967 1.57668 0.38936 0.03
H -6.70255 0.78553 -0.85135 0.00
H -7.28532 2.22399 -0.02869 0.06
H -4.36156 -4.10110 -1.82098 0.04
H -4.55314 -4.17847 -0.07244 0.04
H -3.04017 -3.59090 -0.78646 -0.03
H -6.40237 -2.25838 -2.80033 0.03
H -7.04451 -0.97295 -1.76847 0.01
H -7.16988 -2.65802 -1.26733 0.05
H -4.17939 -0.71626 1.22672 0.01
H -5.21517 -2.12704 1.53595 0.05
H -5.91792 -0.60732 0.99273 0.02
```

Properties
<S²>: 6.03
Strongest force on any atom, hartree/bohr: 0.03376
HOMO energy (alpha / beta), eV: -10.0 / -11.0
Total charge: +1
Gap between HOMO and LUMO (alpha / beta), Ha: 0.2492 / 0.2314
Multiplicity: 5
Energy above the lowest of the compared OMol25 structures with the same formula, charge and spin, kJ/mol: 0.0